# C26H50Cl18N2

A 11-piece molecular cluster, C26H50Cl18N2 overall in a non-equilibrium geometry (the ωB97M-V functional and the def2-TZVPD basis, the Open Molecules 2025 dataset).

Calculated values
spin multiplicity = 1
ΔE to the lowest compared entry with this formula, charge and spin = 0.000 eV
frontier orbital gap = 10.07 eV
HOMO = -0.37654 Eh
SMILES string = CCCC#N.CCCC#N.ClCCCl.ClCCCl.ClCCCl.ClCCCl.ClCCCl.ClCCCl.ClCCCl.ClCCCl.ClCCCl
LUMO = -0.18 eV

Each line ends with the Löwdin charge.
CARTESIAN COORDINATES (ANGSTROEM)
C: 0.762 1.062 -0.731  -0.10
C: -0.350 0.248 -0.093  -0.26
C: 0.126 -1.063 0.548  -0.22
C: 1.026 -0.775 1.669  -0.22
N: 1.637 -0.516 2.605  0.19
H: 0.415 1.859 -1.392  0.03
H: 1.376 0.462 -1.411  0.06
H: 1.440 1.459 0.026  0.07
H: -1.093 -0.082 -0.826  0.07
H: -0.921 0.818 0.644  0.10
H: 0.553 -1.699 -0.223  0.06
H: -0.741 -1.496 1.051  0.06
C: -3.450 3.463 -1.779  -0.12
C: -2.260 3.262 -0.848  -0.24
C: -1.014 4.078 -1.225  -0.19
C: -0.449 3.645 -2.498  -0.25
N: -0.010 3.300 -3.500  0.19
H: -3.917 4.428 -1.567  0.08
H: -4.187 2.675 -1.638  0.06
H: -3.158 3.416 -2.826  0.05
H: -2.010 2.195 -0.896  0.08
H: -2.500 3.415 0.205  0.11
H: -0.251 3.794 -0.494  0.05
H: -1.163 5.150 -1.134  0.13
Cl: 2.946 5.111 3.907  0.57
C: 1.847 5.160 2.528  -0.77
C: 1.178 3.847 2.274  -0.72
Cl: 0.187 3.294 3.659  0.57
H: 2.470 5.427 1.673  -0.06
H: 1.146 5.981 2.662  0.08
H: 1.849 3.016 2.069  0.06
H: 0.484 3.927 1.436  0.01
Cl: 5.172 5.575 -1.737  0.56
C: 3.855 4.521 -2.298  -0.67
C: 3.212 3.785 -1.158  -0.57
Cl: 2.213 4.872 -0.148  0.75
H: 4.260 3.823 -3.029  0.03
H: 3.099 5.077 -2.855  0.08
H: 3.929 3.321 -0.486  0.08
H: 2.568 2.997 -1.550  0.05
Cl: 0.846 -4.797 2.109  0.54
C: -0.578 -4.234 3.044  -0.64
C: -1.471 -5.358 3.511  -0.69
Cl: -2.118 -6.339 2.220  0.59
H: -1.119 -3.551 2.395  0.04
H: -0.164 -3.714 3.904  0.06
H: -2.278 -4.840 4.043  0.08
H: -1.020 -6.004 4.261  0.08
Cl: -1.991 -0.429 3.327  0.61
C: -2.643 1.046 4.080  -0.67
C: -3.875 0.852 4.913  -0.65
Cl: -3.567 -0.143 6.351  0.56
H: -2.849 1.771 3.288  0.07
H: -1.801 1.520 4.580  0.03
H: -4.652 0.384 4.312  0.07
H: -4.246 1.811 5.267  0.08
Cl: 3.005 -1.251 6.020  0.55
C: 1.425 -0.973 5.264  -0.73
C: 0.298 -1.033 6.281  -0.67
Cl: 0.330 0.399 7.332  0.54
H: 1.282 -1.717 4.486  0.03
H: 1.453 0.026 4.838  0.03
H: 0.308 -1.916 6.915  0.07
H: -0.659 -1.012 5.755  0.00
Cl: -4.266 -5.928 -3.017  0.59
C: -2.759 -5.080 -2.711  -0.70
C: -2.559 -4.922 -1.222  -0.64
Cl: -1.027 -4.045 -0.904  0.60
H: -2.674 -4.116 -3.218  0.06
H: -1.975 -5.678 -3.177  0.07
H: -2.405 -5.889 -0.756  0.04
H: -3.371 -4.373 -0.757  0.07
Cl: 3.064 -3.589 -3.922  0.62
C: 2.010 -3.992 -2.571  -0.69
C: 2.817 -3.975 -1.272  -0.64
Cl: 3.403 -2.334 -0.910  0.58
H: 1.522 -4.956 -2.697  0.07
H: 1.256 -3.211 -2.532  -0.03
H: 3.667 -4.645 -1.367  0.07
H: 2.177 -4.289 -0.449  0.02
Cl: -3.935 0.889 -4.047  0.62
C: -2.862 -0.350 -3.367  -0.63
C: -1.423 0.130 -3.547  -0.65
Cl: -0.227 -1.164 -3.362  0.65
H: -3.017 -1.291 -3.892  0.06
H: -3.090 -0.500 -2.315  0.07
H: -1.233 0.870 -2.768  0.02
H: -1.177 0.627 -4.481  0.07
Cl: 3.041 0.103 -7.064  0.53
C: 2.402 -0.327 -5.448  -0.70
C: 3.446 -0.300 -4.351  -0.65
Cl: 4.276 1.306 -4.380  0.54
H: 1.900 -1.288 -5.517  0.03
H: 1.628 0.420 -5.278  0.04
H: 4.194 -1.078 -4.450  0.04
H: 3.002 -0.355 -3.361  0.03

---

# C26H50F9N4O6P

A 3-piece molecular cluster, C26H50F9N4O6P overall (the ωB97M-V functional and the def2-TZVPD basis, the Open Molecules 2025 dataset).

Calculated values
spin multiplicity = 1
frontier orbital gap = 8.86 eV
HOMO = -0.30818 Eh
SMILES string = CCP(CC)[C@@H](NOC#N)[C@@H](CCC(F)(F)C(F)(F)C(F)(F)C(F)(F)F)OC.COCCNCCOC.COCCNCCOC
LUMO = 0.48 eV

Each line ends with the Löwdin charge.
CARTESIAN COORDINATES (ANGSTROEM)
C: 0.167 3.132 -2.498  -0.16
C: 0.440 1.987 -1.495  -0.40
P: -0.238 0.379 -2.087  1.07
C: 1.189 -0.784 -2.037  -0.43
C: 0.927 -2.113 -2.739  -0.15
C: -1.535 -0.105 -0.802  -0.39
N: -2.858 -0.002 -1.441  0.02
O: -2.978 1.377 -1.905  -0.05
C: -3.868 1.976 -1.183  -0.33
N: -4.649 2.509 -0.517  0.19
C: -1.451 -1.513 -0.209  -0.34
C: -0.196 -1.766 0.649  -0.09
C: 0.353 -0.513 1.314  -0.09
C: 1.369 -0.778 2.395  -0.43
F: 2.600 -1.034 1.871  0.12
F: 1.031 -1.868 3.137  0.13
C: 1.493 0.384 3.416  -0.34
F: 2.362 0.031 4.375  0.16
F: 0.276 0.534 3.993  0.14
C: 1.959 1.765 2.819  -0.33
F: 2.938 2.262 3.599  0.16
F: 2.453 1.616 1.575  0.15
C: 0.854 2.852 2.749  -0.55
F: -0.152 2.433 1.973  0.16
F: 0.407 3.177 3.950  0.20
F: 1.377 3.942 2.180  0.19
O: -2.567 -1.681 0.652  -0.16
C: -3.621 -2.502 0.182  -0.08
H: -0.554 3.838 -2.101  0.07
H: 1.084 3.646 -2.771  0.06
H: -0.257 2.730 -3.417  0.04
H: 1.508 1.902 -1.299  0.07
H: -0.014 2.253 -0.540  0.05
H: 1.604 -0.925 -1.040  0.05
H: 1.973 -0.270 -2.597  0.07
H: 0.389 -2.827 -2.121  0.05
H: 0.422 -1.946 -3.687  0.07
H: 1.890 -2.568 -2.972  0.07
H: -1.558 0.629 0.001  0.10
H: -2.826 -0.522 -2.317  0.12
H: -1.475 -2.260 -1.005  0.13
H: 0.567 -2.297 0.087  0.11
H: -0.521 -2.450 1.428  0.13
H: 0.843 0.126 0.582  0.10
H: -0.472 0.060 1.728  0.12
H: -4.560 -2.062 0.508  0.09
H: -3.545 -3.500 0.618  0.09
H: -3.642 -2.559 -0.905  0.08
C: 5.178 -1.051 -1.950  -0.11
O: 4.732 -1.370 -3.254  -0.21
C: 5.432 -0.696 -4.295  -0.22
C: 6.204 -1.680 -5.144  -0.22
N: 7.307 -2.261 -4.392  -0.05
C: 7.994 -3.355 -5.070  -0.20
C: 7.207 -4.635 -5.326  -0.23
O: 6.844 -5.330 -4.149  -0.18
C: 5.611 -4.954 -3.569  -0.10
H: 4.515 -1.563 -1.253  0.08
H: 6.204 -1.386 -1.767  0.08
H: 5.117 0.026 -1.766  0.09
H: 6.101 0.063 -3.880  0.12
H: 4.691 -0.189 -4.921  0.12
H: 6.606 -1.157 -6.016  0.12
H: 5.492 -2.437 -5.503  0.11
H: 6.956 -2.597 -3.504  0.07
H: 8.864 -3.619 -4.465  0.12
H: 8.373 -2.985 -6.028  0.12
H: 7.858 -5.312 -5.886  0.12
H: 6.322 -4.461 -5.949  0.11
H: 4.891 -4.632 -4.327  0.09
H: 5.729 -4.155 -2.831  0.07
H: 5.210 -5.827 -3.054  0.09
C: -3.069 1.984 3.110  -0.12
O: -4.173 1.143 3.371  -0.19
C: -4.410 0.895 4.750  -0.22
C: -5.737 1.491 5.163  -0.22
N: -5.682 2.946 5.131  -0.05
C: -6.971 3.604 5.309  -0.20
C: -8.020 3.404 4.220  -0.23
O: -7.671 3.981 2.978  -0.18
C: -6.923 3.156 2.101  -0.11
H: -2.956 2.040 2.027  0.07
H: -3.224 2.997 3.499  0.09
H: -2.153 1.574 3.544  0.07
H: -3.597 1.296 5.364  0.12
H: -4.443 -0.189 4.896  0.12
H: -5.978 1.166 6.180  0.12
H: -6.502 1.083 4.488  0.11
H: -5.291 3.237 4.244  0.07
H: -6.783 4.677 5.390  0.12
H: -7.396 3.283 6.265  0.12
H: -8.930 3.916 4.545  0.12
H: -8.282 2.347 4.087  0.11
H: -7.180 2.100 2.224  0.09
H: -5.845 3.276 2.239  0.06
H: -7.161 3.456 1.081  0.08

---

# C26H50IrNOP3

C26H50IrNOP3 as an isolated structure in a non-equilibrium geometry (the ωB97M-V functional and the def2-TZVPD basis, the Open Molecules 2025 dataset).

Calculated values
spin multiplicity = 5
frontier orbital gap (alpha / beta) = 6.36 / 4.28 eV
HOMO (alpha / beta) = -0.50819 / -0.57171 Eh
LUMO (alpha / beta) = -7.47 / -11.27 eV
total charge = +3

Each line ends with the Mulliken spin population.
CARTESIAN COORDINATES (ANGSTROEM)
Ir: 0.049 -0.435 0.559  1.35
P: -1.341 -2.301 0.339  0.13
P: 1.505 -1.105 2.022  0.02
P: 1.929 -1.908 -1.521  0.45
H: -0.127 5.363 -6.426  0.00
C: -0.193 4.465 -7.049  0.00
C: -1.368 3.868 -7.297  0.01
H: -2.305 4.259 -6.889  0.00
C: -3.080 -1.889 0.706  -0.01
C: -1.013 -3.799 1.336  0.03
C: -1.497 -2.877 -1.396  0.07
C: 3.117 -0.226 1.921  0.03
C: 1.090 -0.796 3.778  0.02
C: 2.083 -2.847 2.132  0.05
C: 1.261 -1.578 -3.169  0.06
C: 1.937 -3.712 -1.292  0.09
C: 3.675 -1.450 -1.625  0.02
H: 0.740 4.094 -7.488  0.00
H: -1.436 2.990 -7.948  0.00
H: -3.303 -0.896 0.293  0.01
H: -3.265 -1.900 1.789  -0.01
H: -3.755 -2.623 0.235  0.00
H: -0.829 -3.537 2.386  0.00
H: -0.153 -4.352 0.944  0.00
H: -1.899 -4.447 1.288  0.00
H: -1.614 -2.004 -2.050  -0.01
H: -2.407 -3.489 -1.468  0.01
H: -0.636 -3.474 -1.714  -0.01
H: 3.839 -0.755 2.561  0.00
H: 3.023 0.805 2.283  0.01
H: 3.511 -0.204 0.894  0.00
H: 1.995 -0.941 4.389  0.00
H: 0.320 -1.498 4.136  0.00
H: 0.752 0.236 3.923  0.00
H: 3.134 -2.842 2.443  0.00
H: 2.013 -3.372 1.175  -0.02
H: 1.505 -3.394 2.884  0.00
H: 1.698 -2.290 -3.883  0.01
H: 1.502 -0.553 -3.472  0.00
H: 0.173 -1.692 -3.163  -0.01
H: 2.021 -4.177 -2.287  0.02
H: 1.035 -4.096 -0.802  -0.01
H: 2.817 -4.003 -0.701  0.00
H: 4.074 -1.877 -2.554  0.02
H: 4.227 -1.852 -0.766  0.00
H: 3.766 -0.357 -1.647  -0.01
C: -0.723 1.111 -2.021  0.14
C: 0.454 1.902 -2.062  0.18
C: 0.967 2.343 -3.275  0.01
C: 0.250 2.136 -4.453  0.21
C: -1.020 1.557 -4.393  0.00
C: -1.526 1.088 -3.192  0.12
O: -1.052 0.307 -1.019  0.29
H: 1.431 -0.645 -0.552  0.51
H: 0.981 2.104 -1.134  0.05
H: 1.929 2.853 -3.298  0.00
H: 0.665 2.459 -5.407  0.02
H: -1.623 1.480 -5.294  0.00
H: -2.506 0.620 -3.113  0.00
C: -1.570 1.361 4.926  0.00
N: -2.022 0.485 3.795  -0.03
C: -3.291 -0.216 4.174  0.01
C: -2.153 1.194 2.447  0.29
C: -0.933 2.016 2.155  -0.49
C: -0.887 3.331 2.628  0.03
C: 0.261 4.110 2.461  -0.01
C: 1.337 3.592 1.745  0.03
C: 1.261 2.305 1.205  -0.06
C: 0.141 1.507 1.415  0.45
H: -2.313 2.157 5.073  0.00
H: -0.578 1.783 4.719  0.00
H: -1.512 0.723 5.815  0.00
H: -1.290 -0.231 3.645  -0.02
H: -4.044 0.553 4.377  0.00
H: -3.613 -0.856 3.346  -0.01
H: -3.086 -0.811 5.073  0.00
H: -2.306 0.410 1.695  -0.16
H: -3.080 1.784 2.488  -0.01
H: -1.762 3.717 3.160  0.00
H: 0.320 5.113 2.886  0.00
H: 2.244 4.179 1.597  0.00
H: 2.080 1.947 0.578  0.12

---

# C26H50N4O4PS2

A 2-piece molecular cluster, C26H50N4O4PS2 overall in a non-equilibrium geometry (the ωB97M-V functional and the def2-TZVPD basis, the Open Molecules 2025 dataset).

Calculated values
spin multiplicity = 2
ΔE to the lowest compared entry with this formula, charge and spin = 8.150 eV
frontier orbital gap = 7.12 eV
HOMO = -0.31353 Eh
LUMO = -1.42 eV

Each line ends with the Mulliken spin population.
CARTESIAN COORDINATES (ANGSTROEM)
C: -5.790 -2.248 -5.690  0.00
C: -4.488 -2.532 -6.656  0.00
C: -3.112 -1.848 -5.997  0.00
C: -2.719 -2.700 -4.650  0.00
C: -2.034 -1.752 -3.454  0.00
C: -2.006 -2.545 -1.983  0.00
C: -2.490 -1.471 -0.846  0.00
C: -1.656 -1.512 0.562  0.00
P: 0.229 -1.240 0.150  0.00
S: 0.464 0.020 -1.366  0.00
C: -2.158 -0.186 1.450  0.00
O: -3.657 -0.127 1.415  0.00
N: -1.798 1.193 0.966  0.00
C: -0.756 1.755 1.656  0.00
S: 0.227 2.427 2.917  0.00
N: -1.834 -0.655 2.838  0.00
C: -1.322 -2.062 3.010  0.00
O: -0.550 -2.603 3.959  0.00
C: -1.938 -2.767 1.628  0.00
C: -0.934 -3.983 1.180  0.00
C: -1.352 -5.472 1.721  0.00
C: -2.310 -6.323 0.645  0.00
O: -3.566 -6.611 1.411  0.00
N: -3.298 -3.405 1.668  0.00
C: -4.095 -3.086 2.908  0.00
C: -3.761 -4.101 4.196  0.00
H: -5.433 -1.628 -4.762  0.00
H: -6.683 -1.706 -6.268  0.00
H: -6.154 -3.297 -5.281  0.00
H: -4.702 -2.126 -7.737  0.00
H: -4.329 -3.695 -6.748  0.00
H: -2.268 -1.934 -6.835  0.00
H: -3.300 -0.701 -5.814  0.00
H: -1.943 -3.536 -4.977  0.00
H: -3.634 -3.262 -4.159  0.00
H: -2.712 -0.781 -3.417  0.00
H: -0.922 -1.480 -3.779  0.00
H: -0.927 -2.975 -1.845  0.00
H: -2.794 -3.404 -2.080  0.00
H: -3.664 -1.638 -0.712  0.00
H: -2.400 -0.366 -1.289  0.00
H: 0.810 -0.591 1.301  0.00
H: 0.896 -2.451 -0.261  0.00
H: -3.878 0.696 0.888  0.00
H: -1.727 0.028 3.611  0.00
H: -0.739 -4.072 0.029  0.00
H: 0.127 -3.739 1.669  0.00
H: -1.786 -5.501 2.812  0.00
H: -0.339 -6.102 1.767  0.00
H: -2.657 -5.585 -0.226  0.00
H: -1.797 -7.298 0.249  0.00
H: -3.445 -7.501 1.869  0.00
H: -3.912 -3.148 0.864  0.00
H: -4.097 -1.953 3.226  0.00
H: -5.233 -3.333 2.640  0.00
H: -4.132 -5.177 3.844  0.00
H: -2.593 -4.194 4.373  0.00
H: -4.325 -3.771 5.174  0.00
C: 3.117 5.980 0.380  0.01
C: 3.891 4.673 0.727  0.04
C: 4.064 4.495 2.267  0.02
C: 5.209 5.275 2.898  -0.02
C: 6.499 5.072 2.114  0.02
C: 6.329 5.426 0.615  0.03
N: 5.190 4.675 -0.024  0.27
O: 5.599 3.338 -0.176  0.65
C: 6.128 6.963 0.500  0.01
C: 7.682 5.185 -0.125  -0.01
C: 2.897 3.542 0.281  -0.02
H: 3.722 6.731 -0.128  -0.01
H: 2.296 5.793 -0.324  0.00
H: 2.684 6.449 1.270  0.00
H: 4.238 3.433 2.490  0.00
H: 3.132 4.756 2.784  0.00
H: 4.952 6.337 2.966  0.00
H: 5.355 4.933 3.929  0.00
H: 7.291 5.689 2.564  0.00
H: 6.830 4.032 2.229  0.00
H: 5.977 7.265 -0.543  -0.01
H: 7.011 7.501 0.868  0.00
H: 5.292 7.340 1.092  0.00
H: 8.045 4.157 -0.024  0.00
H: 8.473 5.830 0.279  0.00
H: 7.591 5.413 -1.195  0.00
H: 2.762 3.531 -0.807  0.00
H: 1.910 3.695 0.736  0.00
H: 3.228 2.544 0.593  0.00

---

# C26H50N5O5

A 3-piece molecular cluster, C26H50N5O5 overall in a non-equilibrium geometry (the ωB97M-V functional and the def2-TZVPD basis, the Open Molecules 2025 dataset).

Calculated values
spin multiplicity = 1
frontier orbital gap = 7.96 eV
HOMO = -0.40916 Eh
LUMO = -3.17 eV
total charge = +1

Each line ends with the Löwdin charge.
CARTESIAN COORDINATES (ANGSTROEM)
C: -1.125 -1.582 1.690  -0.13
C: -0.340 -3.019 1.604  -0.24
C: 1.301 -2.876 1.385  -0.18
C: 1.649 -2.142 -0.051  -0.19
N: 2.487 -0.889 0.071  -0.03
N: 1.726 0.263 0.190  -0.14
C: 1.850 1.022 1.522  -0.13
C: 2.901 2.279 1.473  -0.18
C: 2.441 3.405 2.621  -0.22
C: 2.645 2.861 4.167  -0.21
C: 1.711 3.694 5.271  -0.22
C: 2.501 4.014 6.678  -0.18
C: 1.399 4.271 7.904  -0.23
O: 1.878 5.221 8.924  -0.27
C: 0.726 5.825 9.667  -0.12
C: 0.882 0.764 -0.788  -0.11
N: 0.591 0.128 -2.164  0.13
C: -0.423 1.041 -2.817  -0.09
C: -0.946 0.554 -4.292  -0.10
C: -2.557 0.166 -4.267  -0.36
C: -3.510 1.382 -3.662  -0.13
C: -2.908 -1.184 -3.406  -0.11
N: -0.750 2.239 -1.954  0.06
N: 0.028 2.028 -0.805  0.04
H: -2.222 -1.675 1.253  0.08
H: -1.245 -1.156 2.779  0.08
H: -0.584 -0.754 1.060  0.04
H: -0.596 -3.620 2.600  0.13
H: -0.814 -3.602 0.677  0.10
H: 1.700 -3.999 1.316  0.12
H: 1.857 -2.387 2.291  0.11
H: 2.284 -2.912 -0.704  0.14
H: 0.632 -2.009 -0.614  0.10
H: 3.217 -0.814 -0.672  0.14
H: 0.803 1.395 1.894  0.13
H: 2.304 0.239 2.301  0.15
H: 2.922 2.868 0.458  0.11
H: 3.986 1.946 1.784  0.13
H: 3.083 4.402 2.529  0.13
H: 1.291 3.672 2.517  0.10
H: 2.468 1.696 4.278  0.11
H: 3.767 3.104 4.474  0.12
H: 0.724 3.124 5.545  0.11
H: 1.448 4.755 4.795  0.12
H: 3.296 3.199 6.980  0.12
H: 3.074 5.046 6.565  0.13
H: 0.437 4.748 7.421  0.12
H: 1.104 3.284 8.459  0.13
H: 0.992 5.930 10.826  0.11
H: -0.267 5.182 9.555  0.10
H: 0.525 6.901 9.202  0.10
H: -0.380 -0.469 -4.531  0.11
H: -0.656 1.282 -5.178  0.14
H: -2.867 -0.058 -5.397  0.15
H: -4.630 1.079 -3.931  0.10
H: -3.240 2.392 -4.201  0.09
H: -3.470 1.441 -2.488  0.08
H: -3.834 -0.926 -2.701  0.09
H: -2.040 -1.579 -2.726  0.07
H: -3.240 -2.056 -4.150  0.11
H: -1.411 3.007 -2.201  0.17
H: 0.019 2.728 -0.003  0.17
O: -0.722 -1.668 -6.733  0.09
C: 0.487 -1.756 -6.865  -0.46
O: 1.156 -2.931 -7.062  0.04
C: 2.560 -2.675 -7.064  -0.16
C: 2.698 -1.214 -7.402  -0.16
C: 1.456 -0.615 -6.792  -0.10
H: 2.960 -2.912 -6.073  0.13
H: 3.049 -3.314 -7.805  0.13
H: 3.625 -0.772 -7.030  0.12
H: 2.672 -1.081 -8.491  0.13
H: 1.608 -0.342 -5.744  0.12
H: 1.099 0.242 -7.368  0.13
O: -3.042 -5.073 1.886  0.10
C: -3.336 -4.872 0.719  -0.46
O: -2.443 -4.888 -0.313  0.00
C: -3.110 -4.506 -1.515  -0.17
C: -4.569 -4.782 -1.265  -0.16
C: -4.705 -4.528 0.215  -0.08
H: -2.913 -3.445 -1.702  0.10
H: -2.722 -5.091 -2.354  0.13
H: -5.234 -4.167 -1.878  0.12
H: -4.790 -5.834 -1.479  0.13
H: -4.911 -3.476 0.430  0.13
H: -5.464 -5.172 0.664  0.14